No. 1
182
Properties=species:S:1:pos:R:3:forces:R:3 method="wB97M-V/def2-TZVPD" homo_lumo_gap_ha=0.3296 total_energy_ev=-94624.401 fmax_ev_per_a=4.03 e_above_lowest_kj_mol=381.10 homo_energy_ev=-8.526 lumo_energy_ev=0.44
C -6.6261 -7.8545 2.7135 0.94 -0.24 0.79
O -5.4880 -8.2135 1.9282 -0.07 -1.77 2.24
C -5.1513 -7.4106 0.8770 -2.61 2.11 -0.94
C -3.7889 -7.6067 0.3510 1.35 0.20 0.61
N -3.5628 -9.0527 0.1797 1.38 1.38 -0.23
C -2.0769 -9.3981 0.2873 -1.69 -0.16 -0.14
C -1.5976 -9.4629 1.7513 1.14 -0.51 -0.77
O -0.4467 -10.3726 1.8314 -0.98 -0.22 1.45
C -0.1285 -10.9757 3.1314 -0.87 0.05 -0.74
H -7.4747 -8.5138 2.5313 -0.03 0.19 -0.25
H -6.9023 -6.8004 2.7406 -0.03 0.19 -1.02
H -6.3099 -7.9622 3.7511 -0.06 -0.59 0.14
H -5.3347 -6.4165 1.2847 0.53 0.77 -0.72
H -5.9246 -7.5773 0.1270 0.05 0.13 -0.73
H -3.1317 -7.1746 1.1056 0.43 -0.18 0.57
H -3.5461 -6.9376 -0.4745 -0.53 -0.47 -0.68
H -4.0830 -9.3044 1.0080 0.41 -1.50 0.19
H -1.4832 -8.6601 -0.2520 -0.25 0.26 0.00
H -1.9580 -10.3000 -0.3131 0.21 -0.38 0.65
H -2.4296 -9.7098 2.4108 0.14 -0.45 0.15
H -1.2732 -8.4461 1.9727 0.15 0.00 0.55
H -0.9140 -11.4906 3.6843 -1.22 0.37 -0.51
H 0.2216 -10.2616 3.8767 0.74 0.12 -0.38
H 0.4767 -11.8621 2.9416 0.89 0.71 -0.21
C -0.4128 -2.1279 2.1628 -0.71 -0.34 -1.57
O -0.3306 -2.2334 0.6973 0.99 -0.04 0.94
C 0.9994 -2.0168 0.1475 -1.14 0.14 -0.75
C 0.9374 -2.2375 -1.4148 0.57 -1.24 0.45
N 0.1560 -1.3883 -2.2760 -0.59 2.40 1.54
C 0.5514 0.0387 -1.9998 -2.35 -0.16 -1.72
C -0.2133 0.9671 -3.0412 1.29 -0.75 1.10
O 0.1235 0.6433 -4.3620 1.04 0.21 -0.84
C 1.4701 0.9578 -4.8197 -1.03 -0.17 0.32
H -0.4975 -1.0797 2.4495 0.43 0.02 0.16
H 0.3351 -2.6966 2.7152 0.54 0.30 -0.29
H -1.3502 -2.6123 2.4362 -0.15 0.12 -0.21
H 1.7046 -2.7477 0.5433 -0.01 -0.27 -0.01
H 1.3641 -1.0456 0.4819 0.01 0.30 -0.27
H 0.6098 -3.2741 -1.4940 -0.42 -0.07 -0.12
H 1.9113 -2.2669 -1.9035 0.95 -0.01 0.95
H 0.3509 -1.5674 -3.2507 0.03 -0.17 -0.03
H 1.6323 0.1735 -2.0380 0.21 0.21 -0.03
H 0.1676 0.3703 -1.0350 0.19 -0.32 0.25
H -0.0103 1.9996 -2.7569 0.42 0.39 -0.31
H -1.2984 0.8866 -2.9765 0.06 -0.54 0.15
H 1.7075 2.0117 -4.6740 -0.15 0.17 -0.05
H 1.4792 0.7050 -5.8800 -0.05 0.16 0.07
H 2.2644 0.3852 -4.3410 -0.14 -0.26 0.30
C -2.6652 -0.5602 21.7392 -1.85 -1.52 2.01
O -2.2701 -1.0734 20.5327 0.55 0.31 -1.10
C -2.2203 -0.0302 19.5507 -0.58 0.32 1.34
C -3.5967 0.6500 19.2662 -0.55 -1.10 -1.23
N -4.4450 -0.2851 18.4619 1.84 -0.02 -0.19
C -3.8638 -0.8063 17.1767 -0.73 1.96 0.40
C -3.4177 0.3214 16.1874 -0.58 -0.37 0.20
O -3.2643 -0.2825 14.9174 0.10 1.76 -1.11
C -2.5765 0.6199 13.9929 1.31 -2.34 0.00
H -3.7460 -0.4189 21.7442 -0.21 1.30 -0.29
H -2.0936 0.2269 22.2310 0.15 0.41 -0.61
H -2.7353 -1.3617 22.4746 0.98 -0.52 0.03
H -1.7133 -0.4984 18.7070 -0.41 0.41 -0.25
H -1.5695 0.7238 19.9934 0.27 0.38 -0.33
H -3.4540 1.6470 18.8493 0.63 0.01 -1.15
H -4.1728 1.0359 20.1072 0.17 -1.05 0.72
H -5.4496 -0.1888 18.5021 0.38 0.23 -0.20
H -4.6828 -1.3343 16.6883 0.21 -0.15 -0.10
H -3.0117 -1.4754 17.2965 -0.23 -0.16 0.40
H -2.5090 0.8797 16.4128 0.48 -0.40 0.59
H -4.1660 1.1138 16.1706 -0.54 -0.02 -0.12
H -1.5531 0.7100 14.3572 0.07 0.67 0.47
H -2.9405 1.5853 13.6414 -0.85 -0.06 0.75
H -2.3637 0.0127 13.1130 -0.61 -0.04 -0.26
C 4.1183 -1.6710 -6.6058 0.77 1.63 1.37
O 5.1118 -1.1229 -5.6998 1.44 -0.52 -0.70
C 6.4689 -0.9462 -6.2158 -0.31 0.21 0.07
C 7.2980 -0.2859 -5.1204 -1.02 0.24 -0.42
N 7.0987 1.1617 -4.9393 0.63 -1.49 -1.22
C 8.0946 1.6225 -3.9983 -2.09 0.94 1.32
C 7.5213 2.8428 -3.2396 -0.14 0.84 1.15
O 6.1219 2.6600 -2.7429 1.76 -0.87 -1.83
C 5.4081 3.8351 -2.5431 -0.44 0.17 1.94
H 4.1746 -2.7433 -6.7931 0.41 0.06 -0.14
H 4.1773 -1.0205 -7.4784 -0.47 -0.52 -0.47
H 3.2329 -1.4541 -6.0082 -0.42 -0.23 -0.58
H 6.5226 -0.3748 -7.1425 -0.58 0.47 -0.08
H 6.9803 -1.8675 -6.4947 -0.39 -0.64 0.33
H 8.3624 -0.4420 -5.2961 -0.05 -0.30 0.06
H 6.9246 -0.8068 -4.2388 0.64 -0.25 0.54
H 6.1224 1.2924 -4.7161 0.23 0.49 0.72
H 9.0643 1.7564 -4.4778 -0.12 0.66 -0.15
H 8.3122 0.9438 -3.1737 -0.22 -0.82 -0.01
H 7.6549 3.8082 -3.7278 -0.61 -0.08 -0.68
H 8.1126 2.9971 -2.3370 0.19 -0.22 0.22
H 4.4845 3.6025 -2.0131 -0.72 -0.74 -0.98
H 5.2161 4.4838 -3.3978 0.30 -0.08 -0.05
H 5.7744 4.3351 -1.6465 1.14 1.05 -0.41
C 5.5051 11.9925 -7.7749 1.61 0.61 0.54
O 4.3050 11.4162 -8.0155 -1.71 -0.65 -0.79
C 4.2441 10.4669 -9.0631 -1.73 0.10 -0.27
C 2.7638 9.9777 -8.9577 0.05 -0.03 0.77
N 1.7911 11.0906 -8.8484 -1.02 0.30 -0.13
C 1.1845 11.6216 -10.0873 0.38 0.63 -0.33
C 0.2861 12.9400 -9.9984 1.40 -0.34 0.82
O 0.3516 13.6766 -11.1936 0.49 0.01 -2.17
C 0.5784 15.0882 -11.2034 -0.48 -0.15 0.86
H 5.3716 12.9927 -7.3628 -0.15 0.05 0.04
H 6.1010 12.0968 -8.6816 0.29 -0.07 -0.06
H 6.0085 11.3921 -7.0171 0.68 0.05 -0.03
H 5.0333 9.7156 -9.0366 -0.17 -0.41 0.60
H 4.3531 10.9009 -10.0571 0.18 0.72 -0.11
H 2.6246 9.4574 -8.0101 0.47 -0.14 0.16
H 2.4979 9.2143 -9.6889 -0.05 0.43 -0.47
H 2.2780 11.8706 -8.4304 0.09 -0.11 0.39
H 0.5994 10.8399 -10.5718 0.35 -0.03 -0.25
H 2.0562 11.9634 -10.6453 -0.36 -0.10 -1.18
H 0.7701 13.5152 -9.2092 -0.35 0.27 0.45
H -0.7629 12.7418 -9.7788 0.07 -0.14 0.29
H 0.8021 15.6416 -12.1154 0.30 -1.50 -1.08
H 1.4530 15.3283 -10.5987 -0.43 0.24 0.76
H -0.3731 15.5798 -11.0006 0.11 0.26 1.19
C -10.6210 6.7378 -3.2568 -0.67 -2.16 1.62
O -10.4065 5.3462 -2.8628 -0.11 0.23 -1.15
C -10.8159 4.9400 -1.5569 2.55 1.12 -0.70
C -10.3730 3.5115 -1.3813 -0.78 0.73 1.25
N -11.1978 2.6406 -2.1419 0.79 -1.83 -0.50
C -10.6908 1.2648 -1.9592 -0.53 -1.31 -0.84
C -9.3608 0.8218 -2.6436 -1.07 1.35 0.60
O -9.5534 1.0646 -4.0324 1.00 -0.63 0.77
C -8.3101 1.3278 -4.6852 -0.97 -0.09 -0.82
H -10.2729 7.3523 -2.4265 0.12 0.45 -0.19
H -11.7093 6.7680 -3.3079 -0.04 0.93 -0.52
H -10.0978 6.9331 -4.1929 -0.19 -0.12 0.19
H -11.8488 5.1018 -1.2485 -0.33 -0.16 -0.61
H -10.1868 5.5561 -0.9144 -0.10 0.15 0.72
H -10.5847 3.3989 -0.3180 0.00 -0.70 0.33
H -9.3303 3.2266 -1.5211 0.43 1.07 -0.04
H -10.9378 2.7842 -3.1072 -0.44 0.58 -0.57
H -11.3727 0.6315 -2.5268 -0.58 -0.20 0.56
H -10.6849 1.0060 -0.9004 -0.09 -0.12 -0.01
H -9.1582 -0.2342 -2.4651 -0.09 -0.10 0.15
H -8.5574 1.4075 -2.1969 0.53 0.07 -0.44
H -7.4326 0.7591 -4.3776 -0.09 0.15 0.93
H -8.2222 2.4118 -4.6114 0.86 -0.05 -0.40
H -8.4306 0.9514 -5.7010 -0.17 0.66 -0.30
C 10.9062 -12.5983 -0.8848 -0.45 -0.55 -0.48
O 9.9249 -11.5874 -0.8949 0.44 -0.82 -0.74
C 9.2786 -11.2543 0.2748 -3.01 0.64 -0.44
C 9.9546 -10.1764 0.9909 2.38 0.33 0.41
N 9.4238 -9.8525 2.2987 -0.28 1.30 -0.11
C 8.3420 -8.8520 2.0544 1.17 -1.53 -0.96
C 7.8070 -8.2386 3.2761 -2.29 -1.25 0.39
O 8.7528 -7.5998 4.0316 0.64 0.91 0.66
C 8.1992 -7.1216 5.2527 0.28 0.84 -0.54
H 11.9083 -12.1980 -0.7311 0.05 -0.17 0.16
H 10.8288 -13.0974 -1.8508 0.40 0.37 -0.35
H 10.6615 -13.4378 -0.2340 0.10 0.30 0.76
H 8.8413 -12.0074 0.9302 0.98 -0.90 0.10
H 8.3484 -10.8213 -0.0930 -0.41 0.11 -0.23
H 10.0326 -9.3066 0.3387 -0.33 0.33 -0.24
H 10.9992 -10.4867 1.0166 0.32 -0.10 0.78
H 10.1135 -9.2586 2.7366 0.51 -0.39 0.50
H 7.6475 -9.4243 1.4394 -0.81 0.52 0.41
H 8.7394 -8.0785 1.3973 0.03 0.41 -0.11
H 7.3081 -8.9506 3.9336 0.02 -0.81 -0.06
H 6.9501 -7.6413 2.9647 0.04 0.97 -0.03
H 7.2228 -6.6634 5.0946 -0.19 0.07 -0.27
H 8.8671 -6.3125 5.5484 0.00 -0.27 0.47
H 8.0455 -7.8733 6.0270 0.43 -0.30 -0.07
N -5.4233 6.9234 -9.1574 -3.44 1.89 -0.91
C -4.7966 5.7669 -9.2338 1.02 0.14 0.33
N -3.5572 5.8945 -8.8485 3.53 0.12 1.27
O -5.2287 4.7310 -9.6241 -1.95 -2.28 -1.06
H -6.3037 6.8414 -9.6455 -0.17 0.78 0.40
H -5.1575 7.7759 -8.6853 0.00 -0.53 -0.19
H -3.2138 6.8430 -8.7982 0.73 -0.70 0.13
H -2.9987 5.0533 -8.8736 0.28 0.58 0.04
O -1.1880 7.5877 -1.6443 0.20 0.03 -0.11
H -1.5169 8.0691 -0.8852 -0.05 0.16 0.19
H -1.8529 6.9197 -1.8113 -0.15 -0.19 -0.09
O -3.6610 -0.4631 -0.4359 -0.25 -0.02 -0.04
H -3.7434 0.3022 0.1330 -0.07 0.17 0.14
H -2.7222 -0.5334 -0.6091 0.39 -0.24 -0.11

---

No. 2
24
Properties=species:S:1:pos:R:3:forces:R:3 method="wB97M-V/def2-TZVPD" homo_lumo_gap_ha=0.3806 total_energy_ev=-11950.919 fmax_ev_per_a=0.76 e_above_lowest_kj_mol=0.00 total_charge=+1 homo_energy_ev=-14.339 lumo_energy_ev=-3.98
C 3.0867 -1.1496 -0.0610 -0.03 -0.41 0.02
N 2.5348 0.1823 0.0171 -0.01 0.29 -0.02
C 1.2509 0.4789 0.0324 -0.07 -0.35 -0.02
N 0.9607 1.8197 0.1198 0.35 0.65 0.17
C -0.2147 2.2169 -0.1594 0.01 -0.09 -0.09
C -1.2986 1.3137 -0.6242 0.00 -0.44 0.03
C -1.1396 -0.0853 -0.0007 -0.50 0.15 0.08
C -1.8767 -1.1361 -0.8241 0.13 0.18 0.02
C -1.6261 -0.0876 1.4499 0.04 0.04 -0.17
N 0.2930 -0.4288 -0.0120 0.36 -0.17 -0.12
H 2.8885 -1.7089 0.8561 0.02 0.01 -0.01
H 4.1621 -1.0798 -0.1935 -0.04 0.02 -0.01
H 2.6697 -1.6932 -0.9105 0.03 0.02 -0.03
H 3.1660 0.9713 0.0709 -0.21 0.01 0.04
H -0.3987 3.2795 -0.0671 -0.03 0.16 0.00
H -2.2765 1.7262 -0.3795 0.01 -0.02 0.00
H -1.2383 1.2556 -1.7174 -0.01 0.03 -0.01
H -1.7822 -2.1180 -0.3666 -0.01 -0.13 0.07
H -1.4867 -1.1826 -1.8384 0.03 0.00 -0.09
H -2.9333 -0.8907 -0.8748 -0.11 0.01 0.03
H -1.4593 -1.0594 1.9081 0.03 -0.09 0.04
H -2.6912 0.1220 1.4850 -0.12 0.03 0.01
H -1.1062 0.6666 2.0370 0.04 0.05 0.10
H 0.5155 -1.4127 0.0528 0.12 0.04 -0.03

---

No. 3
29
Properties=species:S:1:pos:R:3:forces:R:3 method="wB97M-V/def2-TZVPD" homo_lumo_gap_ha=0.3386 total_energy_ev=-39639.590 fmax_ev_per_a=5.41 e_above_lowest_kj_mol=169.83 total_charge=+1 homo_energy_ev=-13.668 lumo_energy_ev=-4.45
C 3.0097 -2.9050 0.4984 0.43 -1.08 0.36
C 2.3570 -1.6095 0.3826 -0.22 0.41 0.33
C 3.0059 -0.4451 0.1553 0.67 0.11 -0.71
C 2.2905 0.8176 0.1550 3.29 0.56 0.39
C 3.0879 2.0961 0.3523 -1.83 1.26 -0.94
N 1.0570 0.9950 0.0281 -1.43 -0.16 -0.42
C -0.1197 0.6709 0.2924 -2.35 -1.10 0.70
Cl -0.5541 0.2762 1.9371 0.70 0.07 -0.32
N -1.1546 0.6810 -0.5906 1.18 1.27 0.10
C -2.2895 -0.2110 -0.6622 -0.73 -0.27 -0.05
C -3.2340 0.1513 -1.8143 -2.65 2.34 4.09
Cl -1.6470 -1.8221 -1.0494 0.16 -0.80 0.32
O -2.9002 -0.2566 0.5818 0.58 -0.64 -2.09
C -3.7760 0.8081 0.8784 -0.50 -0.68 2.62
H 3.0331 -3.4667 -0.4724 -0.33 0.38 0.77
H 4.0820 -2.6263 0.6927 -0.87 -1.24 0.47
H 2.3611 -3.5019 1.2774 2.08 0.75 -1.34
H 1.3176 -1.7156 0.7152 0.00 1.02 -0.64
H 4.1470 -0.3499 -0.0937 -2.38 -0.47 0.71
H 4.0818 2.1384 -0.1860 -1.05 -0.23 1.12
H 2.3427 2.8596 -0.1834 2.08 -0.95 1.59
H 3.0780 2.2266 1.5057 0.45 0.17 -1.99
H -0.9348 1.1729 -1.4320 0.17 0.04 -0.66
H -4.2601 -0.2671 -1.5791 1.42 -0.19 -0.52
H -3.4708 1.2472 -1.7120 0.49 -0.72 -0.36
H -2.9129 -0.0505 -2.7538 1.06 -0.84 -2.66
H -3.7733 0.5327 1.9807 -1.06 1.51 -1.03
H -4.7514 0.7190 0.4120 -0.22 -0.45 0.09
H -3.4727 1.8348 0.6838 0.85 -0.07 0.07

---

No. 4
22
Properties=species:S:1:pos:R:3:forces:R:3 method="wB97M-V/def2-TZVPD" homo_lumo_gap_ha="0.3156 / 0.3156" total_energy_ev=-21814.821 fmax_ev_per_a=4.12 e_above_lowest_kj_mol=451.45 total_charge=+1 homo_energy_ev="-12.147 / -12.147" lumo_energy_ev="-3.56 / -3.56"
C 2.7828 -0.2671 0.2191 -2.43 -0.25 -0.81
C -0.6629 -0.3514 1.2127 -0.59 0.52 0.77
C -2.1335 0.2408 -0.5231 -1.17 0.29 -3.94
C -1.7763 -0.9528 0.2967 0.97 -1.04 0.44
C 0.1912 -0.1793 -0.0457 1.94 0.71 0.60
C 2.8601 -1.6926 0.1669 -1.85 -1.08 -2.71
C -0.6289 2.2541 -0.3730 0.29 0.09 -2.40
N -0.7744 0.8496 -0.8229 -0.01 -1.33 1.93
O 3.2799 0.7297 0.3438 0.59 1.38 0.21
S -0.4267 -1.7430 -0.6259 0.32 -0.72 -1.54
H -0.8858 0.6306 1.6499 -0.28 -0.26 0.37
H -0.3555 -1.0532 2.0204 0.18 0.50 -0.95
H -2.5084 0.1074 -1.6235 -0.11 -0.46 2.34
H -2.7662 0.9774 -0.0454 -0.06 -0.03 0.24
H -2.3930 -1.7901 0.5885 -1.16 0.81 0.43
H 3.4822 -1.9197 -0.7416 0.00 0.02 1.14
H 1.8585 -2.2428 -0.0228 1.55 1.19 0.70
H 3.2601 -1.8821 1.1145 1.04 -1.20 1.34
H 0.2944 2.0836 0.1738 -0.01 1.76 0.52
H -0.6377 2.9616 -1.2824 0.82 -1.15 1.36
H -1.5556 2.5159 0.0834 -0.01 0.32 1.30
H -0.5041 0.7233 -1.7635 0.00 -0.07 -1.34

---

No. 5
12
Properties=species:S:1:pos:R:3:forces:R:3 method="wB97M-V/def2-TZVPD" homo_lumo_gap_ha=0.2789 total_energy_ev=-20290.009 fmax_ev_per_a=6.95 e_above_lowest_kj_mol=241.27 homo_energy_ev=-9.080 lumo_energy_ev=-1.49
C -2.2208 1.2036 0.9152 0.43 -1.26 -2.89
C -1.0185 0.6964 0.0270 2.18 1.95 0.45
F -0.4620 1.5504 -0.8879 -1.66 -0.25 0.68
C -0.1152 -0.3026 0.2893 -2.62 -0.74 1.60
C -0.5726 -1.3547 1.2368 -2.10 -4.25 3.13
N -0.9619 -2.2741 1.9351 2.26 5.31 -3.87
C 1.1764 -0.6126 -0.2648 0.00 -0.03 -1.28
S 2.0858 0.1211 -1.3820 -0.12 0.05 0.39
H -3.1940 1.0959 0.3004 1.45 -0.01 1.34
H -2.1167 2.2455 1.2405 0.34 -0.33 -0.31
H -2.0823 0.5082 1.7301 -0.98 0.03 0.52
H 1.4156 -1.6030 0.0656 0.83 -0.46 0.25

---

No. 6
12
Properties=species:S:1:pos:R:3:forces:R:3 method="wB97M-V/def2-TZVPD" homo_lumo_gap_ha=0.2712 total_energy_ev=-17124.618 fmax_ev_per_a=5.19 e_above_lowest_kj_mol=338.86 homo_energy_ev=-7.418 lumo_energy_ev=-0.04
C -0.0797 -1.2345 0.1733 2.71 3.12 3.14
C 0.2001 1.0006 -0.0711 -1.75 -3.27 -0.33
C -1.0318 -1.6640 -0.8038 -1.21 0.87 -3.12
C 1.0294 1.6304 0.9984 0.67 1.90 -3.64
O 0.5524 -1.6561 1.1089 -1.64 0.20 -2.34
S -0.7022 1.5310 -1.3119 1.03 0.22 1.20
H -2.0515 -1.1782 -0.7143 1.30 -0.51 0.32
H -0.6892 -1.2786 -1.8343 -0.31 -0.10 1.54
H -1.1197 -2.7131 -0.9957 -0.08 -0.85 0.63
H 1.6836 2.3057 0.3064 -0.95 -0.44 1.50
H 1.7460 1.0225 1.4608 0.49 -1.39 0.88
H 0.4626 2.2343 1.6833 -0.25 0.26 0.23